Record 1
9
Properties=species:S:1:pos:R:3:nbo_charge:R:1 method="wB97M-V/def2-TZVPD" e_tot_ha=-950.18574 total_charge=0 lumo_ev=0.378 e_homo_ha=-0.3221 gap_ev=9.14 e_above_lowest_kj_mol=60.2
C -0.315 -0.748 -0.094 -0.694
C 0.766 0.221 -0.084 0.293
H -1.969 0.197 1.229 0.121
H -0.013 -1.632 0.458 0.273
H -0.255 -1.179 -1.133 0.275
H 0.987 2.189 -0.116 0.524
O 0.385 1.428 -0.116 -0.642
S -1.928 -0.131 -0.109 0.039
S 2.341 -0.345 -0.035 -0.189

Record 2
9
Properties=species:S:1:pos:R:3:nbo_charge:R:1 method="wB97M-V/def2-TZVPD" e_tot_ha=-950.12522 total_charge=0 lumo_ev=-0.527 e_homo_ha=-0.3456 gap_ev=8.88 e_above_lowest_kj_mol=219.2
C 0.568 0.453 -0.126 -0.721
C -0.774 -0.345 -0.275 0.525
H 0.426 -0.326 -2.094 0.157
H 1.026 -0.083 0.894 0.242
H 0.329 1.366 0.545 0.281
H -0.112 -0.308 2.344 0.147
O -1.349 -0.926 -1.158 -0.515
S 1.469 0.401 -1.614 0.031
S -1.583 -0.233 1.483 -0.147

Record 3
9
Properties=species:S:1:pos:R:3:nbo_charge:R:1 method="wB97M-V/def2-TZVPD" e_tot_ha=-950.10976 total_charge=0 lumo_ev="-1.046 / -1.046" e_homo_ha="-0.3222 / -0.3222" gap_ev="7.72 / 7.72" e_above_lowest_kj_mol=259.7
C -1.269 -0.913 0.816 -0.369
C -0.759 -0.298 -0.239 -0.404
O 1.128 1.318 -1.255 -0.794
S 2.391 1.478 -0.357 0.420
S -0.698 1.432 -0.452 0.452
H -1.297 -1.991 0.859 0.209
H -1.699 -0.375 1.644 0.204
H -0.333 -0.834 -1.075 0.227
H 2.537 0.183 0.060 0.057

Record 4
10
Properties=species:S:1:pos:R:3:nbo_charge:R:1 method="wB97M-V/def2-TZVPD" e_tot_ha=-1348.29678 total_charge=0 lumo_ev=-0.301 e_homo_ha=-0.3271 gap_ev=8.60 e_above_lowest_kj_mol=293.0
C 2.427 -0.035 -0.099 -0.033
C 2.565 0.830 0.860 -0.618
O -2.192 -0.729 -2.148 -0.938
S 2.045 -1.202 -1.075 0.126
S -3.143 -0.645 0.676 -0.217
S -1.922 -0.017 -0.897 0.974
H 1.574 1.155 1.102 0.261
H -4.004 0.380 0.610 0.138
H 3.529 1.098 1.315 0.266
H -0.880 -0.835 -0.344 0.041

Record 5
8
Properties=species:S:1:pos:R:3:nbo_charge:R:1 method="wB97M-V/def2-TZVPD" e_tot_ha=-2555.21421 total_charge=0 lumo_ev=0.730 e_homo_ha=-0.3239 gap_ev=9.54 e_above_lowest_kj_mol=54.8
C -0.473 -1.123 -0.059 0.402
C -0.401 0.377 0.018 -0.670
O 0.467 -1.857 0.095 -0.507
Se 1.605 0.552 0.001 0.060
H -1.359 -1.671 -0.398 0.136
H -0.845 1.138 -0.755 0.272
H -0.690 0.468 1.050 0.248
H 1.698 2.117 0.048 0.058

Record 6
8
Properties=species:S:1:pos:R:3:nbo_charge:R:1 method="wB97M-V/def2-TZVPD" e_tot_ha=-761.06632 total_charge=0 lumo_ev="-2.663 / -2.661" e_homo_ha="-0.3543 / -0.3544" gap_ev="6.98 / 6.98" e_above_lowest_kj_mol=495.1
C -2.678 0.091 0.190 -0.459
C -1.572 0.539 0.132 -0.201
P 1.742 -0.861 0.117 -0.009
P 1.332 1.222 -0.174 0.444
H -3.659 -0.301 0.202 0.227
H 2.715 -0.926 -0.892 -0.008
H 0.755 -1.293 -0.769 0.046
H 1.364 1.529 1.194 -0.041